1.
{
  "formula": "C19H36ClN3O9S2",
  "method": "ωB97M-V/def2-TZVPD",
  "gap_ha": 0.31889,
  "smiles": "CC(=O)N(C)[C@H]1[C@@H](CCCCS(=O)(=O)Cl)C(=O)N[C@]1(N=C=O)S(C)(=O)=O.CC(C)O.CC(C)O",
  "lumo_ev": -1.0,
  "species": ["C", "C", "O", "N", "C", "C", "C", "C", "C", "C", "C", "S", "O", "O", "Cl", "C", "O", "N", "C", "N", "C", "O", "S", "C", "O", "O", "H", "H", "H", "H", "H", "H", "H", "H", "H", "H", "H", "H", "H", "H", "H", "H", "H", "H", "H", "H", "C", "C", "C", "O", "H", "H", "H", "H", "H", "H", "H", "H", "C", "C", "C", "O", "H", "H", "H", "H", "H", "H", "H", "H"],
  "coordinates": [[5.131, 0.543, -0.909], [3.584, 0.546, -0.494], [3.205, 1.444, 0.332], [2.558, -0.444, -1.006], [1.351, 0.370, -1.286], [2.456, -1.463, 0.064], [1.297, -1.487, 1.176], [-0.118, -2.198, 0.966], [-0.886, -1.953, -0.419], [-1.968, -0.731, -0.263], [-2.288, 0.025, -1.651], [-1.938, 1.853, -1.631], [-0.870, 2.097, -2.701], [-1.325, 2.340, -0.324], [-3.675, 2.884, -2.131], [2.035, -2.596, 2.137], [2.148, -2.626, 3.391], [2.489, -3.604, 1.107], [2.702, -3.048, -0.296], [1.692, -3.756, -1.133], [1.771, -3.388, -2.407], [1.518, -2.698, -3.433], [4.510, -3.563, -0.555], [5.118, -3.233, -2.272], [5.430, -2.823, 0.426], [4.694, -5.066, -0.320], [5.336, 0.391, -2.027], [5.726, -0.185, -0.230], [5.545, 1.598, -0.644], [1.717, 1.372, -1.755], [0.771, -0.145, -2.153], [0.693, 0.670, -0.402], [3.405, -1.248, 0.717], [1.244, -0.409, 1.582], [-0.820, -1.804, 1.810], [-0.097, -3.350, 1.134], [-1.547, -2.896, -0.598], [-0.232, -1.861, -1.353], [-1.686, -0.027, 0.611], [-2.974, -1.233, 0.069], [-1.629, -0.470, -2.463], [-3.411, -0.137, -1.908], [3.335, -3.978, 1.571], [6.192, -3.634, -2.445], [5.075, -2.121, -2.584], [4.451, -3.822, -3.025], [1.723, 5.147, 0.687], [0.780, 6.199, 0.125], [-0.389, 6.453, 1.065], [0.286, 5.766, -1.139], [1.207, 4.190, 0.819], [2.552, 4.966, -0.003], [2.133, 5.458, 1.652], [1.327, 7.132, -0.041], [-0.979, 5.541, 1.209], [-1.065, 7.203, 0.643], [-0.043, 6.803, 2.041], [-0.201, 4.940, -1.002], [-6.199, -0.771, 2.995], [-6.262, -0.836, 1.478], [-7.598, -1.385, 1.002], [-5.209, -1.670, 0.995], [-6.308, -1.768, 3.434], [-5.229, -0.386, 3.323], [-6.985, -0.125, 3.396], [-6.105, 0.162, 1.060], [-7.756, -2.403, 1.372], [-7.625, -1.437, -0.090], [-8.426, -0.757, 1.343], [-5.339, -2.556, 1.359]],
  "mulliken_charge": [-1.1013, 0.8736, -0.4940, 0.4563, -0.7298, -1.0004, 0.2534, -1.0927, 0.0436, -0.5001, -0.7966, 1.1150, -0.5932, -0.5216, -0.2374, -0.2250, -0.6082, -0.4548, 0.6117, -0.5107, 0.5957, -0.4541, 1.1446, -0.8934, -0.5843, -0.6378, 0.2450, 0.2035, 0.3913, 0.4014, 0.1654, 0.1235, 0.3551, 0.6410, 0.4593, 0.3869, 0.3608, -0.1669, 0.5543, 0.0213, 0.3272, 0.5430, 0.4206, 0.3819, 0.2160, 0.3407, -1.0855, 0.3717, -1.1619, -0.5410, 0.1877, 0.2871, 0.4002, 0.2982, 0.2400, 0.3179, 0.3652, 0.3082, -1.3199, 0.4705, -1.3333, -0.4917, 0.3394, 0.3145, 0.3866, 0.2490, 0.3483, 0.3281, 0.3817, 0.3090]
}



2.
{
  "formula": "CH4N2O2S",
  "method": "ωB97M-V/def2-TZVPD",
  "gap_ha": [0.34592, 0.34593],
  "lumo_ev": [-0.9, -0.9],
  "species": ["C", "N", "N", "O", "O", "S", "H", "H", "H", "H"],
  "coordinates": [[1.654, 0.153, -0.014], [-1.000, 0.878, -0.191], [0.402, -0.456, 0.083], [-3.233, 0.785, 0.652], [-2.129, -1.446, 0.301], [-2.195, -0.019, 0.169], [1.985, 0.577, 0.926], [2.378, -0.567, -0.257], [1.880, 1.090, -0.784], [0.259, -0.994, -0.884]],
  "mulliken_charge": [-0.7413, -0.2508, -0.3010, -0.4170, -0.4093, 0.9398, 0.2854, 0.3547, 0.2407, 0.2989]
}



3.
{
  "formula": "C4H23NO7",
  "method": "ωB97M-V/def2-TZVPD",
  "gap_ha": 0.25137,
  "lumo_ev": -0.4,
  "species": ["C", "C", "C", "O", "C", "N", "H", "H", "H", "H", "H", "H", "H", "H", "H", "H", "H", "O", "H", "H", "O", "H", "H", "O", "H", "H", "O", "H", "H", "O", "H", "H", "O", "H", "H"],
  "coordinates": [[0.520, -0.913, -1.798], [1.012, -0.982, -0.316], [1.847, 0.201, 0.128], [3.047, 0.229, -0.579], [3.986, 1.115, 0.036], [-0.166, -1.147, 0.443], [1.361, -0.598, -2.416], [-0.265, -0.194, -2.029], [0.109, -1.887, -2.064], [1.645, -1.839, -0.084], [2.080, -0.010, 1.172], [1.326, 1.157, 0.087], [4.216, 0.810, 1.057], [3.632, 2.144, -0.022], [4.897, 1.028, -0.555], [-0.577, -1.973, 0.030], [-0.827, -0.435, 0.167], [-0.489, 1.963, -1.847], [-0.575, 1.336, -1.129], [0.437, 1.929, -2.085], [-2.763, -1.892, 0.966], [-2.328, -1.182, 1.439], [-3.412, -1.453, 0.417], [-2.105, -0.179, 1.709], [-2.925, 0.297, 1.840], [-1.855, -0.471, 2.586], [0.303, -0.103, 2.219], [1.179, -0.321, 2.536], [0.349, -0.241, 1.272], [-1.031, 0.601, 0.066], [-1.407, 0.288, 0.889], [-1.785, 0.893, -0.447], [-2.886, 0.850, -1.064], [-3.204, 0.861, -1.967], [-3.345, 0.116, -0.657]],
  "mulliken_charge": [-1.5463, 0.4741, -0.8258, -0.3830, -0.7390, -0.7662, 0.3956, 0.4696, 0.3831, 0.4976, 0.1904, 0.4514, 0.2967, 0.2993, 0.2766, 0.2731, 0.1149, -0.7222, 0.2951, 0.4047, -0.7930, 0.4312, 0.2238, -0.6252, 0.5195, 0.3089, -0.6670, 0.4352, 0.3053, -1.0417, 0.4960, 0.5084, -0.5087, 0.2982, 0.2692]
}



4.
{
  "formula": "C4H4N2O",
  "method": "ωB97M-V/def2-TZVPD",
  "gap_ha": 0.43147,
  "smiles": "N#CCOCC#N",
  "lumo_ev": 0.4,
  "species": ["N", "C", "C", "O", "C", "C", "N", "H", "H", "H", "H"],
  "coordinates": [[-1.509, -1.626, 1.834], [-1.259, -0.691, 1.206], [-0.989, 0.552, 0.478], [0.354, 0.865, 0.628], [1.215, 0.320, -0.347], [0.809, -0.731, -1.320], [0.693, -1.508, -2.172], [-1.539, 1.331, 1.013], [-1.238, 0.427, -0.586], [1.423, 1.207, -0.933], [2.038, -0.146, 0.199]],
  "mulliken_charge": [-0.3756, 0.3153, -0.3670, -0.3768, -0.2148, 0.1829, -0.3601, 0.2598, 0.3519, 0.2967, 0.2876]
}



Number 1: F_max 7.96 eV/A, total energy -77369.259 eV. Number 2: F_max 5.08 eV/A, total energy -19006.815 eV. Number 3: F_max 11.62 eV/A, total energy -20330.908 eV. Number 4: F_max 1.51 eV/A, total energy -9238.352 eV.